1.
# C4H13NO

A cluster of 2 separate species, C4H13NO in total in a non-equilibrium geometry (ωB97M-V/def2-TZVPD, the Open Molecules 2025 dataset).

Last column: natural (NBO) charge in e.
CARTESIAN COORDINATES (ANGSTROEM)
C: 1.072 0.348 -1.074  -0.63
C: -0.397 0.155 -0.750  -0.41
C: -0.809 -1.193 -0.058  -0.41
C: 0.269 -1.845 0.851  -0.22
N: 0.269 -1.502 2.244  -0.84
H: 1.667 0.387 -0.164  0.21
H: 1.224 1.159 -1.781  0.21
H: 1.502 -0.496 -1.632  0.21
H: -0.726 0.889 -0.040  0.19
H: -1.076 0.378 -1.573  0.21
H: -1.688 -0.903 0.520  0.20
H: -1.082 -1.957 -0.789  0.20
H: 1.230 -1.654 0.390  0.18
H: 0.157 -2.900 0.694  0.19
H: 0.517 -0.532 2.354  0.36
H: -0.556 -1.797 2.735  0.36
H: -0.154 3.456 -1.882  0.47
H: 0.135 2.846 -0.527  0.47
O: -0.510 3.380 -0.991  -0.93

Calculated values
ΔE to the lowest compared entry with this formula, charge and spin = 75.6 kJ/mol
Gap between HOMO and LUMO = 9.823 eV

2.
# C4H13NO

A cluster of 2 separate species, C4H13NO in total in a non-equilibrium geometry (ωB97M-V/def2-TZVPD, the Open Molecules 2025 dataset).

Last column: natural (NBO) charge in e.
CARTESIAN COORDINATES (ANGSTROEM)
C: 1.494 -1.805 -1.217  -0.66
C: 2.427 -0.519 -1.512  -0.08
N: -4.352 0.131 4.514  -1.08
H: 1.514 -1.801 -0.100  0.23
H: 0.422 -1.580 -1.520  0.21
H: 2.051 -2.597 -1.758  0.22
H: 2.380 0.161 -2.436  0.19
H: 3.539 -0.891 -1.397  0.20
H: -3.822 -0.156 3.756  0.35
H: -3.787 0.497 5.280  0.37
H: -4.855 -0.745 4.695  0.36
C: 0.717 1.075 -0.351  -0.06
O: 2.013 0.577 -0.492  -0.59
C: -0.077 1.177 -1.679  -0.65
H: 0.987 2.166 -0.135  0.19
H: 0.173 0.654 0.515  0.17
H: -0.947 1.926 -1.621  0.22
H: -0.480 0.213 -2.148  0.20
H: 0.604 1.516 -2.394  0.21

Calculated values
ΔE to the lowest compared entry with this formula, charge and spin = 247.5 kJ/mol
Gap between HOMO and LUMO = 10.315 eV